[1]
A cluster of 8 separate species, C28H35Cl10F3 in total in a non-equilibrium geometry, computed with ωB97M-V/def2-TZVPD.

ORCA input file:
```
! wB97M-V def2-TZVPD RIJCOSX def2/J DEFGRID3
* xyz 0 1
F -3.945 4.307 -3.519
C -4.307 3.000 -3.516
C -4.269 2.287 -4.682
C -4.534 0.964 -4.635
C -5.030 0.377 -3.465
C -5.146 1.117 -2.319
C -4.690 2.445 -2.318
H -3.950 2.744 -5.591
H -4.440 0.419 -5.586
H -5.333 -0.664 -3.444
H -5.536 0.705 -1.416
H -4.616 2.952 -1.390
F -0.068 -3.373 1.536
C 1.305 -3.628 1.497
C 1.670 -4.902 1.160
C 3.007 -5.280 1.130
C 3.957 -4.414 1.608
C 3.553 -3.123 1.991
C 2.227 -2.691 1.951
H 0.840 -5.574 0.817
H 3.203 -6.258 0.728
H 4.969 -4.707 1.594
H 4.368 -2.461 2.214
H 2.086 -1.613 2.237
F 3.105 1.617 2.862
C 2.008 2.336 3.322
C 2.106 3.679 3.450
C 0.955 4.393 3.538
C -0.276 3.789 3.733
C -0.321 2.420 3.810
C 0.825 1.646 3.620
H 3.035 4.185 3.193
H 1.007 5.482 3.384
H -1.208 4.290 3.927
H -1.219 1.905 3.907
H 0.708 0.573 3.454
Cl 3.596 5.925 0.096
C 2.121 5.453 -0.752
C 0.925 5.319 0.187
Cl 0.342 6.812 0.934
H 2.401 4.527 -1.259
H 1.937 6.192 -1.526
H 1.100 4.629 1.030
H 0.057 5.026 -0.421
Cl 5.150 -1.713 -3.907
C 4.954 -2.465 -2.335
C 3.575 -3.037 -2.044
Cl 3.383 -4.706 -2.689
H 4.985 -1.683 -1.601
H 5.673 -3.211 -2.120
H 2.820 -2.441 -2.590
H 3.436 -3.164 -0.999
Cl -1.680 -1.073 -2.727
C -0.616 -2.528 -2.833
C -0.934 -3.538 -1.697
Cl -2.651 -4.123 -1.565
H 0.418 -2.254 -2.814
H -0.864 -3.118 -3.714
H -0.731 -3.026 -0.775
H -0.377 -4.440 -1.854
Cl -1.113 2.055 0.715
C -0.110 1.070 -0.337
C 1.196 0.750 0.308
Cl 2.342 -0.053 -0.825
H 0.035 1.630 -1.293
H -0.670 0.244 -0.616
H 1.140 0.193 1.243
H 1.700 1.691 0.588
Cl -5.397 -2.891 1.609
C -4.437 -1.553 2.272
C -2.987 -1.953 2.552
Cl -1.981 -0.678 3.344
H -4.949 -1.245 3.180
H -4.480 -0.673 1.574
H -2.435 -2.083 1.638
H -2.918 -2.813 3.243
*
```

Computed properties:
Kohn-Sham gap in eV: 9.71
HOMO energy in eV: -9.32
Structure (SMILES): Fc1ccccc1.Fc1ccccc1.Fc1ccccc1.ClCCCl.ClCCCl.ClCCCl.ClCCCl.ClCCCl

[2]
A structure of composition C12H18Cl2N2Tm in a non-equilibrium geometry, computed with ωB97M-V/def2-TZVPD.

ORCA input file:
```
! wB97M-V def2-TZVPD RIJCOSX def2/J DEFGRID3
* xyz -1 3
Tm 1.909 -0.147 -0.399
Cl 1.550 -2.656 -0.716
Cl 2.579 2.008 0.614
C 3.791 -0.904 0.336
H 4.573 -0.250 0.774
H 4.125 -1.951 0.263
C -1.187 1.557 -1.860
C -0.049 1.053 -2.229
H -1.233 2.311 -1.064
C 0.031 -0.211 -3.081
H 0.935 1.589 -2.095
C -1.176 -0.329 -4.049
H 0.967 -0.278 -3.663
H 0.013 -1.106 -2.428
C -2.505 -0.135 -3.326
H -1.081 0.431 -4.841
H -1.144 -1.314 -4.529
C -2.515 1.080 -2.356
H -3.251 0.072 -4.093
H -2.865 -1.041 -2.812
H -3.052 1.903 -2.857
H -3.095 0.797 -1.467
N 0.767 -2.246 2.557
C -0.023 -1.176 2.760
C -0.661 -0.988 4.027
C -1.548 0.062 4.217
C -1.736 0.917 3.121
C -1.006 0.714 1.945
N -0.131 -0.296 1.723
H 1.151 -2.441 1.632
H 0.832 -2.945 3.283
H -0.419 -1.681 4.830
H -2.062 0.222 5.171
H -2.434 1.750 3.188
H -1.120 1.412 1.113
*
```

Computed properties:
Kohn-Sham gap (spin up / spin down) in eV: 4.05 / 4.10
HOMO energy (spin up / spin down) in eV: -1.34 / -1.39
<S²>: 2.004

[3]
A structure of composition AlH8O4 in a non-equilibrium geometry, computed with ωB97M-V/def2-TZVPD.

ORCA input file:
```
! wB97M-V def2-TZVPD RIJCOSX def2/J DEFGRID3
* xyz 2 2
Al 0.775 0.655 0.127
O -1.957 -0.304 0.624
H -2.666 -0.228 -0.015
H -2.366 -0.714 1.387
O -0.895 1.152 -2.265
H -0.966 0.556 -3.011
H -1.605 1.781 -2.392
O 2.988 -0.849 -1.193
H 3.741 -0.549 -1.703
H 2.819 -1.734 -1.515
O 0.137 0.169 2.951
H -0.436 0.652 3.546
H 0.430 -0.587 3.461
*
```

Computed properties:
Kohn-Sham gap (spin up / spin down) in eV: 9.98 / 5.22
Energy above the lowest of the compared OMol25 structures with the same formula, charge and spin in eV: 0.055
HOMO energy (spin up / spin down) in eV: -20.10 / -20.05
<S²>: 0.755

[4]
An isolated molecule of C6H8 in a non-equilibrium geometry, computed with ωB97M-V/def2-TZVPD.

ORCA input file:
```
! wB97M-V def2-TZVPD RIJCOSX def2/J DEFGRID3
* xyz 0 1
C -0.746 2.277 -2.257
C -0.988 1.312 -1.558
C -1.323 0.470 -0.366
C -0.100 -0.317 0.002
C 0.545 -0.370 1.088
C 1.477 -1.452 1.324
H -0.777 3.182 -2.959
H -1.798 1.028 0.453
H -1.951 -0.296 -0.760
H 0.337 -0.887 -0.772
H 0.353 0.398 1.818
H 1.697 -1.723 0.313
H 0.884 -2.389 1.659
H 2.391 -1.235 2.013
*
```

Computed properties:
Kohn-Sham gap in eV: 10.40
Energy above the lowest of the compared OMol25 structures with the same formula, charge and spin in eV: 2.815
HOMO energy in eV: -9.27
Structure (SMILES): C#CC/C=C/C

| no. | total energy (a.u.) |
| --- | --- |
| 1 | -5989.4182 |
| 2 | -2583.1883 |
| 3 | -547.4350 |
| 4 | -233.2836 |